# 1
Here is a cluster of 14 separate species, C38H98B2F3N4O16 in total at a distorted geometry from OMol25. Energies are from ωB97M-V with the def2-TZVPD basis set.

```
! RIJCOSX wB97M-V def2-TZVPD def2/J DEFGRID3
* xyz 1 1
C -1.75 5.52 -0.14
C -1.95 4.34 -1.16
O -1.49 3.07 -0.63
B -2.14 1.97 -1.15
O -2.48 1.98 -2.52
N -2.51 0.74 -0.40
C -2.74 0.68 0.91
N -3.01 -0.62 1.39
B -3.68 -0.62 2.73
O -5.05 -1.04 2.73
C -3.03 -0.27 4.13
C -1.99 -1.43 4.56
N -2.64 1.78 1.75
C -1.33 2.14 2.29
C -0.31 0.95 2.46
C 0.74 0.82 1.28
C 1.42 -0.61 1.46
C 0.44 -1.77 0.98
C 0.90 -2.43 -0.37
C 1.78 -3.73 -0.20
C 1.32 -4.92 -1.12
C 1.83 -4.82 -2.63
C 2.64 -3.51 -2.96
C 3.14 -3.41 -4.48
C 4.38 -2.41 -4.51
N 4.21 -1.34 -3.51
C 5.14 -1.31 -2.50
C 4.82 -0.24 -1.59
C 3.62 0.39 -2.21
C 3.26 -0.34 -3.41
C -3.72 2.74 1.85
C -5.13 2.33 1.31
C -5.42 2.72 -0.16
F -5.48 4.04 -0.53
C -5.64 1.73 -1.06
F -6.18 0.54 -0.71
F -5.39 1.85 -2.38
H -1.63 6.49 -0.67
H -0.91 5.34 0.58
H -2.69 5.62 0.48
H -3.05 4.26 -1.33
H -1.51 4.59 -2.17
H -1.74 2.37 -3.03
H -2.58 -0.12 -0.96
H -3.65 -1.02 0.68
H -5.60 -0.28 3.00
H -2.58 0.74 4.22
H -3.84 -0.32 4.91
H -1.81 -2.11 3.68
H -2.44 -2.05 5.37
H -1.05 -0.94 4.91
H -0.77 2.95 1.75
H -1.49 2.55 3.33
H 0.28 1.16 3.42
H -0.79 -0.05 2.59
H 0.27 0.80 0.26
H 1.58 1.56 1.34
H 2.41 -0.69 0.96
H 1.59 -0.80 2.55
H -0.54 -1.26 0.75
H 0.22 -2.51 1.79
H -0.04 -2.74 -0.92
H 1.41 -1.66 -1.00
H 1.63 -4.08 0.86
H 2.88 -3.50 -0.28
H 1.72 -5.87 -0.68
H 0.21 -4.96 -1.14
H 0.95 -4.88 -3.32
H 2.50 -5.70 -2.81
H 3.53 -3.49 -2.29
H 1.97 -2.63 -2.82
H 2.32 -2.91 -5.05
H 3.38 -4.42 -4.93
H 5.29 -3.03 -4.34
H 4.47 -1.95 -5.53
H 6.02 -1.96 -2.32
H 5.32 0.08 -0.66
H 3.06 1.26 -1.81
H 2.44 -0.15 -4.13
H -3.44 3.70 1.33
H -3.86 3.03 2.93
H -5.89 2.89 1.93
H -5.41 1.25 1.42
C 2.21 6.31 0.86
O 1.93 4.96 1.24
H 1.61 6.57 -0.01
H 1.95 6.98 1.68
H 3.27 6.41 0.62
H 2.47 4.77 2.01
C 3.00 9.92 0.21
O 1.97 9.55 1.14
H 3.96 9.81 0.70
H 2.95 9.28 -0.67
H 2.87 10.97 -0.09
H 1.13 9.67 0.69
C 4.90 4.16 -1.65
O 4.89 4.61 -0.30
H 5.79 4.55 -2.14
H 4.92 3.07 -1.68
H 4.01 4.53 -2.17
H 4.09 4.25 0.11
C 4.84 -7.32 -0.25
O 4.24 -6.61 -1.33
H 4.66 -6.77 0.67
H 4.40 -8.32 -0.18
H 5.92 -7.41 -0.42
H 4.42 -7.11 -2.14
C -2.44 -3.77 -2.76
O -2.42 -3.28 -1.41
H -1.59 -3.37 -3.29
H -2.38 -4.86 -2.75
H -3.37 -3.46 -3.25
H -3.18 -3.65 -0.96
C 4.12 -7.14 -6.06
O 4.90 -7.44 -4.92
H 3.14 -6.79 -5.73
H 4.60 -6.35 -6.64
H 4.00 -8.03 -6.67
H 5.76 -7.74 -5.24
C 0.82 7.99 4.22
O 2.20 8.23 4.41
H 0.52 7.12 4.80
H 0.24 8.86 4.57
H 0.62 7.81 3.16
H 2.44 9.01 3.89
C -5.91 5.92 3.55
O -5.31 5.51 2.32
H -5.44 5.37 4.36
H -5.75 6.99 3.70
H -6.98 5.70 3.53
H -5.74 6.02 1.62
C -8.67 -1.23 4.91
O -7.77 -0.50 4.08
H -8.95 -0.61 5.76
H -9.57 -1.48 4.34
H -8.20 -2.15 5.26
H -7.54 -1.07 3.34
C -1.95 -3.05 -6.38
O -1.28 -3.89 -5.45
H -1.67 -2.02 -6.17
H -1.65 -3.30 -7.40
H -3.03 -3.16 -6.27
H -1.54 -4.80 -5.65
C -4.53 -3.03 8.12
O -4.64 -1.91 7.25
H -3.94 -2.74 8.99
H -5.52 -3.34 8.45
H -4.03 -3.86 7.60
H -5.16 -2.19 6.49
C 2.80 2.62 4.25
O 2.60 1.28 4.69
H 2.16 2.80 3.39
H 2.53 3.31 5.05
H 3.85 2.77 3.97
H 3.17 1.15 5.45
C 6.67 -9.10 -8.27
O 5.90 -9.06 -7.07
H 7.09 -8.11 -8.44
H 7.48 -9.82 -8.17
H 6.03 -9.37 -9.11
H 5.54 -9.95 -6.93
*
```

Computed properties:
**LUMO energy**: -3.13 eV
**Energy**: -3278.43096 Eh

---

# 2
Here is a cluster of 8 separate species, C38H98N6O12 in total at a distorted geometry from OMol25. Energies are from ωB97M-V with the def2-TZVPD basis set.

```
! RIJCOSX wB97M-V def2-TZVPD def2/J DEFGRID3
* xyz 0 1
C 12.76 21.77 -20.05
O 13.53 22.17 -18.98
C 12.91 21.97 -17.69
C 13.91 22.50 -16.67
C 15.18 21.65 -16.59
N 13.19 22.44 -15.41
H 11.77 22.15 -19.77
H 12.81 20.70 -20.26
H 13.10 22.23 -20.98
H 11.94 22.47 -17.66
H 12.78 20.89 -17.57
H 14.07 23.57 -16.82
H 16.03 22.13 -16.10
H 15.51 21.41 -17.60
H 15.05 20.68 -16.12
H 13.04 21.47 -15.16
H 12.21 22.66 -15.55
C 7.83 19.44 -15.70
O 8.97 18.74 -15.31
C 10.18 19.37 -15.71
C 11.27 19.09 -14.67
C 11.07 19.73 -13.28
N 12.61 19.33 -15.16
H 6.96 18.87 -15.40
H 7.66 19.59 -16.77
H 7.79 20.44 -15.27
H 10.47 18.91 -16.66
H 10.12 20.46 -15.77
H 11.27 18.00 -14.57
H 10.14 19.40 -12.82
H 11.00 20.82 -13.22
H 11.89 19.45 -12.62
H 12.71 19.04 -16.13
H 13.28 18.75 -14.67
C 9.17 24.92 -27.57
O 9.19 25.94 -26.54
C 7.91 26.57 -26.44
C 8.01 27.75 -25.41
N 7.90 27.34 -24.05
C 9.04 26.61 -23.50
C 8.91 26.06 -22.09
O 10.11 25.56 -21.65
C 10.03 24.78 -20.44
H 9.03 25.44 -28.52
H 8.47 24.10 -27.39
H 10.15 24.46 -27.63
H 7.11 25.83 -26.34
H 7.68 27.08 -27.38
H 7.22 28.39 -25.79
H 8.93 28.30 -25.59
H 7.71 28.11 -23.43
H 9.94 27.23 -23.57
H 9.20 25.70 -24.07
H 8.07 25.37 -22.03
H 8.62 26.85 -21.39
H 9.82 25.35 -19.54
H 10.99 24.40 -20.09
H 9.39 23.93 -20.66
C 16.77 28.63 -21.30
O 15.58 29.00 -20.74
C 15.75 29.89 -19.61
C 14.47 29.97 -18.76
N 14.41 28.73 -18.00
C 13.23 28.79 -17.09
C 11.93 28.34 -17.80
O 12.10 27.08 -18.39
C 12.48 26.09 -17.45
H 16.51 28.01 -22.16
H 17.39 28.03 -20.62
H 17.35 29.52 -21.54
H 15.99 30.91 -19.92
H 16.56 29.55 -18.97
H 13.65 30.14 -19.46
H 14.46 30.87 -18.14
H 14.24 27.98 -18.66
H 13.00 29.79 -16.72
H 13.49 28.13 -16.27
H 11.53 29.00 -18.56
H 11.09 28.28 -17.10
H 13.50 26.09 -17.08
H 12.23 25.14 -17.93
H 11.75 26.07 -16.64
C 8.01 21.93 -9.64
O 6.91 22.35 -10.45
C 5.64 22.00 -9.95
C 4.58 22.29 -11.02
N 4.22 23.72 -11.18
C 5.33 24.52 -11.75
C 5.57 24.05 -13.22
O 4.40 24.23 -14.00
C 4.56 23.88 -15.36
H 8.90 21.96 -10.27
H 7.89 20.87 -9.41
H 8.15 22.44 -8.69
H 5.44 22.56 -9.03
H 5.53 20.94 -9.70
H 3.67 21.76 -10.76
H 4.79 21.78 -11.96
H 3.47 23.70 -11.85
H 6.24 24.41 -11.17
H 5.11 25.59 -11.75
H 6.13 23.12 -13.17
H 6.33 24.76 -13.56
H 5.30 24.56 -15.79
H 3.63 24.15 -15.87
H 4.74 22.81 -15.45
C 9.53 29.59 -14.91
O 10.27 28.61 -14.21
C 11.51 29.05 -13.66
C 12.13 27.87 -12.94
N 12.37 26.84 -13.92
C 13.00 25.57 -13.45
C 12.20 24.81 -12.42
O 10.86 24.87 -12.95
C 9.97 24.31 -11.97
H 9.37 30.45 -14.26
H 8.60 29.15 -15.28
H 10.10 29.90 -15.79
H 11.35 29.93 -13.03
H 12.21 29.34 -14.44
H 11.55 27.47 -12.10
H 13.08 28.22 -12.54
H 11.48 26.61 -14.33
H 13.98 25.80 -13.03
H 13.25 25.04 -14.37
H 12.27 25.39 -11.50
H 12.68 23.84 -12.36
H 8.93 24.63 -12.07
H 10.24 24.54 -10.94
H 10.11 23.24 -12.12
C 8.65 25.32 -15.55
C 8.75 23.82 -15.54
C 8.56 23.07 -16.83
O 10.11 23.48 -15.14
H 8.49 25.67 -14.53
H 7.76 25.67 -16.07
H 9.45 25.89 -16.03
H 8.01 23.44 -14.82
H 8.81 22.02 -16.70
H 9.16 23.46 -17.65
H 7.53 23.09 -17.19
H 10.31 23.91 -14.31
C 6.77 27.43 -18.93
C 7.13 28.88 -18.58
C 8.62 29.06 -18.73
O 6.39 29.74 -19.47
H 6.71 27.30 -20.01
H 5.79 27.10 -18.58
H 7.52 26.72 -18.59
H 6.90 29.18 -17.55
H 8.89 28.97 -19.78
H 9.20 28.30 -18.22
H 9.00 30.00 -18.31
H 5.54 29.97 -19.09
*
```

Computed properties:
**LUMO energy**: 0.54 eV
**SMILES**: COC[C@H](C)N.COC[C@H](C)N.COCCNCCOC.COCCNCCOC.COCCNCCOC.COCCNCCOC.CC(C)O.CC(C)O
**Energy relative to the best compared isomer or geometry (same formula, charge and spin)**: 4.4 kcal per mole
**Energy**: -2737.71954 Eh

---

- Which value of energy does entry 1 give?
  -3278.43096 Eh

---

- What is the LUMO energy in the second record?
  0.54 eV

---

- Among the records above, which one has the lowest energy?
  C38H98B2F3N4O16

---

- Among the records above, which one has the highest energy?
  C38H98N6O12